Record 1
Here is a 2-piece molecular cluster, C14H9N8O6 overall in a non-equilibrium geometry from OMol25. Energies are from ωB97M-V/def2-TZVPD.

ORCA input file:
```
! RIJCOSX wB97M-V def2-TZVPD def2/J DEFGRID3
* xyz -1 1
C -0.83376 -4.85988 2.08250
H -0.24381 -2.21890 2.33112
C -0.26478 -2.82228 -0.81904
O -1.43505 3.74417 2.98323
C -0.27303 1.75752 2.83474
C -2.73277 -1.03676 2.25495
C -0.27805 -1.12241 2.44825
C -0.58596 -7.11690 -1.58335
H 0.04568 -1.57296 -2.86385
O 0.74632 3.86312 3.13252
O -0.19912 -1.61149 -0.65894
H 0.81115 -2.89084 -3.81581
O 2.94916 0.28670 3.23821
H -1.04284 -5.07101 3.14481
N 2.17366 1.41453 3.22030
O 2.72441 -1.96963 2.88186
H 0.29091 -7.42618 -2.15327
N -0.82805 -5.84491 1.12133
N -0.58005 -3.60994 1.57049
H -2.38841 1.57093 2.63685
N -0.48852 -5.69173 -1.28838
N -0.30212 3.19908 2.99699
O -0.25300 -5.23822 -3.52976
H -0.64339 -7.66028 -0.64422
C -1.45031 1.02778 2.63071
C -0.58126 -5.17710 -0.03508
H -0.95672 -2.66834 -3.86771
N -0.20826 -3.43461 -2.09283
C 0.93147 0.97861 2.87942
C -0.31149 -4.80440 -2.38133
H -1.47142 -7.30937 -2.19188
C 0.89452 -0.41514 2.67381
N 2.18875 -0.86999 2.90230
N -3.79170 -1.52548 2.12948
C -0.42396 -3.78572 0.24298
C -0.06474 -2.58280 -3.24318
C -1.47172 -0.38374 2.42384
*
```

For the electronic energy, the calculation gives -38865.0341 eV. The HOMO energy comes out at -4.46 eV. The LUMO energy comes out at 0.47 eV.

Mulliken atomic charge list, values in e, 2 entries: number 1, C, carries -0.645; number 2, H, carries 0.874

Record 2
Here is C15H10Cl2F6NO2PPtS2 as an isolated structure from OMol25. Energies are from ωB97M-V/def2-TZVPD.

ORCA input file:
```
! RIJCOSX wB97M-V def2-TZVPD def2/J DEFGRID3
* xyz 1 6
H 3.11299 0.64823 -4.37080
O -0.74600 -1.55807 1.12243
Cl 2.86108 1.95420 5.95300
S 2.13366 0.46644 -1.69960
C 0.28918 1.98968 -2.96774
C 0.47206 2.59193 -5.28618
C -0.19526 2.42976 3.47373
F 0.23781 -1.94474 -1.36418
S -0.53592 2.09274 -1.48722
C 1.50611 1.25459 -3.06574
F -0.62264 -1.07553 -3.31436
P -1.20833 -2.16393 -2.30318
H -1.13382 3.21381 -4.02921
H 2.95213 -1.24093 0.45981
Cl -1.65344 3.28748 3.43649
F -1.68855 -3.13062 -1.10750
H -0.74325 -2.34120 0.54697
F -1.80597 -0.87953 -1.38227
F -0.49342 -3.34865 -3.05601
F -2.57220 -2.28182 -3.06641
C 1.68100 1.86113 -5.38271
H 4.10369 0.21923 4.32723
C 2.24621 0.95509 3.50846
C 0.12873 1.59988 2.34740
N 1.67689 0.10203 1.33333
C 3.67939 -0.60907 2.40099
H 0.08449 3.08884 -6.16114
C 2.77894 -0.62519 1.33180
C -0.20952 2.66461 -4.10619
C 0.66327 2.52452 4.56176
C 1.39743 0.87476 2.39877
Pt 0.15273 0.11367 -0.29397
H 0.39973 3.15577 5.39577
C 3.42140 0.18716 3.49098
H 2.19321 1.81549 -6.33177
C 1.84884 1.81354 4.59312
O -0.63863 1.47269 1.36629
H 4.56570 -1.22347 2.35608
C 2.19600 1.21205 -4.29903
H -1.68781 -1.37006 1.23840
*
```

For the electronic energy, the calculation gives -96855.1325 eV. The HOMO energy (alpha / beta) comes out at -11.59 / -11.65 eV. The LUMO energy (alpha / beta) comes out at -4.48 / -6.38 eV.

Mulliken atomic charge list, values in e, 2 entries: number 1, H, carries 0.440; number 2, O, carries -0.572

Record 3
Here is C15H10ClF6N4O9S3Ti as an isolated structure in a non-equilibrium geometry from OMol25. Energies are from ωB97M-V/def2-TZVPD.

ORCA input file:
```
! RIJCOSX wB97M-V def2-TZVPD def2/J DEFGRID3
* xyz 0 2
F 5.69593 14.31662 12.54267
O 2.07762 8.62386 12.88205
N 4.91611 7.64068 14.97526
C 0.10385 8.82718 9.24125
C 4.03950 10.22927 7.26507
N 2.83923 10.23523 6.69945
F 5.19348 12.42020 11.53495
H 2.54715 10.66395 11.57525
O 5.48400 6.81884 15.61740
H 5.98224 8.78392 8.67674
C 5.21837 9.19501 9.29853
H 2.74983 10.81029 5.90450
C 3.21521 10.24466 10.89871
Ti 3.70106 9.31031 13.58459
H 2.01221 10.14437 7.28676
F 1.29087 14.26687 15.39133
F 7.19639 12.68550 12.39860
C 0.22420 9.31887 11.59529
O 5.10569 7.75456 13.73013
C -0.89699 10.15047 11.45416
H 0.39567 8.19881 8.39002
Cl -1.22700 10.34826 7.48097
O 1.65321 12.87875 13.14339
H -1.26658 10.55201 12.40181
C 1.66461 13.03552 15.63399
C 5.20548 9.07330 10.68346
H 5.98665 8.49115 11.19166
N 4.23341 9.55307 11.48105
C 4.12329 9.90734 8.70167
S 2.53656 12.36604 14.14710
C 3.14282 10.45142 9.54922
F 2.45069 13.00964 16.68373
H -2.18122 11.19197 10.10432
C -1.36805 10.46806 10.22941
C 5.89285 12.98229 12.50433
C 0.63668 8.58279 10.48350
H 2.37487 11.06928 9.11010
O 4.40686 8.76949 15.35561
O 0.24296 9.47251 13.90382
F 0.60689 12.23754 15.83482
S 5.30317 10.65869 6.28063
O 6.26785 12.65529 15.20641
O 2.58953 10.90828 14.26283
C -0.81497 9.87620 9.11633
H 1.34870 7.82181 10.64483
S 5.33696 12.30313 14.16307
C 0.83494 9.16391 12.91754
N 3.94628 12.99420 14.29966
O 5.14249 10.87458 13.92047
*
```

For the electronic energy, the calculation gives -124552.3707 eV. The HOMO energy (alpha / beta) comes out at -9.18 / -9.21 eV. The LUMO energy (alpha / beta) comes out at -1.54 / -1.56 eV. The energy above the lowest of the compared OMol25 structures with the same formula, charge and spin comes out at 14.0 kcal per mole.

Mulliken atomic charge list, values in e, 2 entries: number 1, F, carries -0.210; number 2, O, carries -0.551

Record 4
Here is C15H10CoF3N2O3 as an isolated structure from OMol25. Energies are from ωB97M-V/def2-TZVPD.

ORCA input file:
```
! RIJCOSX wB97M-V def2-TZVPD def2/J DEFGRID3
* xyz 0 1
C 1.39365 -1.34560 1.54761
H 1.19375 5.61047 -4.93136
H 2.00190 0.75268 -3.11134
C 0.30182 -1.34695 2.41838
C 0.14955 4.94314 -3.17521
H 3.27625 -2.22531 1.02248
C 1.54825 2.54852 -3.53587
C 1.33276 -3.13537 3.64182
O -0.43869 1.81644 -0.52411
Co -0.58536 0.46399 0.68009
H -0.39348 5.86778 -3.03753
C 0.28226 -2.25149 3.47844
O 2.25155 1.42824 -3.77440
C 0.42719 1.60693 -1.49337
F -1.85941 -1.89454 0.11261
O -0.70141 -0.48614 2.20058
C 1.40100 -0.30816 0.48327
H 2.41597 3.47874 -5.24093
C -1.81512 -0.62185 -0.22066
H 3.22384 -3.84583 2.89878
N 0.78940 -0.47255 -0.65822
N 1.05054 0.47786 -1.61722
C 2.44253 -2.24096 1.71402
C 2.41263 -3.14459 2.76212
H 1.99179 0.60723 0.62134
F -1.82980 -0.52127 -1.53809
C 1.72741 3.61261 -4.41761
H -0.56642 -2.24503 4.14953
H -0.72616 3.98234 -1.47331
H 1.30997 -3.83763 4.46523
C 0.65630 2.68990 -2.45776
C -0.03643 3.89329 -2.30068
C 1.03922 4.79493 -4.23662
F -2.91735 0.01075 0.26869
*
```

For the electronic energy, the calculation gives -70617.0124 eV. The HOMO energy (alpha / beta) comes out at -8.65 / -8.65 eV. The LUMO energy (alpha / beta) comes out at -1.51 / -1.79 eV.

Mulliken atomic charge list, values in e, 2 entries: number 1, C, carries 0.006; number 2, H, carries 0.368